1.
A molecular structure, C28H42N4O4RuSSb2 at a distorted geometry, computed with ωB97M-V/def2-TZVPD.

The geometry in XYZ format:
```
82
C28H42N4O4RuSSb2 (ωB97M-V/def2-TZVPD)
Ru -0.72783 0.04872 0.02391
C 1.28170 0.01691 -7.11322
C 0.89257 0.67356 -5.81616
C 1.13044 2.02815 -5.59577
C 0.79229 2.62877 -4.39449
C 0.21130 1.86020 -3.39166
C -0.04812 0.50956 -3.59275
C 0.28985 -0.07107 -4.80408
S -0.07395 2.64436 -1.83864
O 1.18437 2.56097 -1.07605
O -0.57475 3.96213 -2.10469
N -1.12860 1.77352 -1.01891
C -2.51698 1.65227 -1.52761
C -3.01466 0.31658 -0.93346
O -3.98067 0.27611 -0.20961
O -2.21242 -0.70974 -1.23170
H 1.63077 0.74800 -7.83993
H 0.43857 -0.52397 -7.54447
H 2.08317 -0.70557 -6.94818
H 1.58056 2.62429 -6.38075
H 0.97316 3.68246 -4.22464
H -0.53766 -0.08454 -2.83104
H 0.07188 -1.11940 -4.97522
H -2.54662 1.60982 -2.61895
H -3.16514 2.45319 -1.17864
C -1.87412 -3.73944 0.76664
Sb -0.23795 -2.42344 0.47437
C 0.54229 -3.37693 -1.25502
C 1.14436 -3.07831 1.98896
C 2.52818 -3.19864 1.41038
C 2.98569 -4.45434 1.01032
C 4.23581 -4.62556 0.44007
C 5.05777 -3.52363 0.25660
C 4.61844 -2.27261 0.65601
C 3.36501 -2.08329 1.23928
C 2.99288 -0.71773 1.73639
Sb 1.74830 0.56331 0.42763
C 2.76158 -0.14272 -1.31148
C 1.34051 1.45749 2.82929
H -1.51566 -4.76220 0.65555
H -2.61237 -3.51692 -0.00243
H -2.32199 -3.60956 1.74940
H 1.28578 -4.11506 -0.96305
H 0.99196 -2.65788 -1.93758
H -0.29307 -3.86625 -1.75311
H 0.77958 -4.03958 2.34948
H 1.09153 -2.35532 2.80295
H 2.34825 -5.31717 1.17367
H 4.56624 -5.61260 0.14340
H 6.04421 -3.64278 -0.17245
H 5.26831 -1.41250 0.53311
H 3.88151 -0.09434 1.85993
H 2.44409 -0.74419 2.67526
H 3.75149 0.30777 -1.35837
H 2.19542 0.14858 -2.19173
H 2.84487 -1.22052 -1.20213
H 2.35622 1.43969 3.19953
H 0.65169 0.71420 3.20843
H 0.93617 2.42810 2.58230
C -2.86530 4.25874 2.75083
C -1.67368 4.17719 1.82477
N -1.34871 2.77543 1.55234
C -1.85663 1.71946 2.20060
N -1.63772 0.47630 1.73309
C -2.36593 -0.67044 2.29634
C -3.52980 -0.24190 3.16282
C -3.05327 0.81935 4.12449
N -2.50877 1.93552 3.36061
C -2.62579 3.29314 3.89248
H -3.77365 3.96466 2.22044
H -2.99310 5.27402 3.12263
H -0.81009 4.66821 2.27962
H -1.87301 4.67326 0.87589
H -1.01404 2.56503 0.61524
H -1.66747 -1.29398 2.86897
H -2.75432 -1.25691 1.46758
H -3.93247 -1.09875 3.70251
H -4.31408 0.16592 2.52193
H -2.29552 0.41351 4.80390
H -3.87316 1.19860 4.73167
H -1.71647 3.56675 4.43746
H -3.45325 3.30602 4.59893
```

As for the LUMO energy (spin up / spin down): -4.19 / -4.15 eV. Its net charge is +1. The spin multiplicity is 2. As for the total energy: -2585.40418 a.u. The value obtained for the gap between HOMO and LUMO (spin up / spin down) is 0.2394 / 0.2332 Ha. The energy above the lowest of the compared OMol25 structures with the same formula, charge and spin comes out at 81.2 kcal/mol.

Löwdin population analysis, charges in e, atoms 1 to 2: Ru 0.789; C -0.039

2.
A molecular structure, C28H42N4OPtSbSi2 at a distorted geometry, computed with ωB97M-V/def2-TZVPD.

The geometry in XYZ format:
```
79
C28H42N4OPtSbSi2 (ωB97M-V/def2-TZVPD)
Pt 0.11518 0.71563 -0.59985
O 1.00106 0.04841 1.23494
C 1.55721 1.01890 1.97070
C 2.86436 0.87192 2.45234
C 3.46581 1.86495 3.20099
C 2.78305 3.04232 3.49790
C 1.48502 3.19528 3.05627
C 0.85595 2.19456 2.31151
C -0.55007 2.31360 1.95265
N -1.16848 1.65875 0.98792
C -2.48567 2.07115 0.98982
C -2.67114 2.96474 1.99366
N -1.43831 3.10867 2.59273
H 3.38652 -0.04696 2.21992
H 4.47959 1.72779 3.55430
H 3.26093 3.82681 4.06743
H 0.96007 4.11804 3.27892
H -3.20317 1.67769 0.28986
H -3.54581 3.48538 2.33974
H -1.23893 3.65427 3.41402
C 2.97614 1.82077 -1.99009
Si 2.08714 0.18445 -1.78484
C 3.19272 -0.94998 -0.81059
C 1.67485 -0.56116 -3.44970
C 2.54643 -0.63460 -4.53848
C 2.13159 -1.21739 -5.72565
C 0.84586 -1.73787 -5.83721
C -0.02526 -1.67838 -4.76076
C 0.37976 -1.08508 -3.56291
Si -0.66619 -1.02346 -2.01138
C -2.41705 -0.49954 -2.40902
C -0.67014 -2.75777 -1.35187
H 3.97298 1.63406 -2.39924
H 3.10802 2.32183 -1.02755
H 2.46045 2.49922 -2.67125
H 4.06429 -1.20322 -1.42029
H 2.69192 -1.88024 -0.54152
H 3.53560 -0.46771 0.10365
H 3.55189 -0.23372 -4.46676
H 2.80737 -1.26800 -6.56959
H 0.52713 -2.19009 -6.76745
H -1.02370 -2.09137 -4.86218
H -2.95800 -1.34641 -2.83953
H -2.43629 0.31693 -3.13288
H -2.96106 -0.17600 -1.52063
H -0.90903 -3.42128 -2.19034
H -1.41428 -2.90537 -0.57370
H 0.30717 -3.05379 -0.96812
C -4.05066 -2.10692 1.02217
C -3.24168 -1.71754 2.24953
Sb -1.09456 -1.45194 1.92294
C -0.59383 -0.83621 3.91797
C -1.27947 -1.64417 5.01499
C -0.35536 -3.47884 2.02631
C 1.16771 -3.50871 1.96324
H -5.11856 -2.12804 1.24913
H -3.78107 -3.10157 0.66045
H -3.90418 -1.40403 0.19788
H -3.35364 -2.46310 3.04028
H -3.57014 -0.75826 2.66125
H -0.83767 0.22583 4.01069
H 0.49334 -0.91179 3.99332
H -2.36302 -1.53155 4.98455
H -0.94555 -1.31430 6.00140
H -1.05168 -2.70819 4.93801
H -0.80843 -4.03639 1.20949
H -0.72227 -3.90508 2.96232
H 1.53886 -3.04760 1.04627
H 1.54134 -4.53384 1.99853
H 1.61354 -2.96771 2.80053
N -1.02592 4.16492 -2.58005
C -0.76883 3.43195 -3.71458
C -0.37553 2.20830 -3.28654
N -0.39618 2.19844 -1.90379
C -0.79408 3.39534 -1.51073
H -1.33631 5.12170 -2.54986
H -0.88433 3.83869 -4.70270
H -0.07359 1.34724 -3.85664
H -0.92173 3.71666 -0.49226
```

As for the LUMO energy (spin up / spin down): -3.30 / -3.30 eV. Its net charge is +1. As for the total energy: -2324.82776 a.u. The value obtained for the gap between HOMO and LUMO (spin up / spin down) is 0.2197 / 0.2198 Ha. The energy above the lowest of the compared OMol25 structures with the same formula, charge and spin comes out at 19.9 kcal/mol.

Löwdin population analysis, charges in e, atoms 1 to 2: Pt 1.003; O -0.436

3.
4 unconnected molecules or ions with the total composition C28H43BO13, computed with ωB97M-V/def2-TZVPD.

The geometry in XYZ format:
```
85
C28H43BO13 (ωB97M-V/def2-TZVPD)
C 4.03175 -1.04205 3.18959
C 2.67541 -0.48814 2.80703
O 2.85308 0.55714 1.85988
C 1.81427 0.68975 0.90940
C 0.55524 1.37847 1.44368
C -0.58005 0.45030 1.91754
C -0.76929 0.40934 3.43301
C -2.14186 -0.10618 3.94138
C -3.01688 -0.73552 2.89225
C -4.21398 -0.08177 2.52567
B -4.78504 1.18692 3.27852
O -5.01635 1.09825 4.65059
C -5.07796 2.51563 2.49575
C -3.80543 3.01988 1.76093
C -4.98303 -0.58911 1.46666
C -4.61559 -1.74583 0.79489
C -3.44815 -2.40084 1.16389
C -2.64942 -1.90765 2.21312
C -1.42672 -2.67619 2.56878
O -0.78238 -2.48592 3.57952
C -0.97999 -3.74225 1.63725
C -1.73271 -4.19305 0.63530
C -3.06925 -3.61904 0.38513
O -3.81938 -4.11148 -0.42830
H 4.58250 -0.31258 3.78342
H 3.89653 -1.92924 3.81001
H 4.61535 -1.29682 2.30775
H 2.18323 -0.09045 3.70003
H 2.03673 -1.26946 2.38272
H 1.58065 -0.28382 0.46221
H 2.23402 1.30422 0.11198
H 0.87628 2.04136 2.24905
H 0.18125 2.02819 0.65059
H -0.36737 -0.55203 1.53642
H -1.50899 0.76369 1.44106
H 0.01638 -0.20878 3.86711
H -0.62626 1.41984 3.81957
H -2.67604 0.72055 4.40065
H -1.96722 -0.83325 4.73197
H -5.92552 0.88579 4.87890
H -5.86490 2.31403 1.76298
H -5.45197 3.27454 3.18100
H -3.65052 4.07916 1.95112
H -3.89060 2.87269 0.68646
H -2.91055 2.49355 2.09124
H -5.88985 -0.07507 1.16870
H -5.21117 -2.13643 -0.01722
H -0.01112 -4.17409 1.85427
H -1.40100 -5.00230 -0.00126
C 3.70501 0.33271 -2.41942
O 2.48179 -0.41130 -2.44091
C 2.30688 -1.15136 -3.53265
O 3.07128 -1.23175 -4.46019
O 1.14436 -1.78920 -3.42527
C 0.82063 -2.62775 -4.54145
H 3.70750 0.87275 -1.47819
H 4.56265 -0.33546 -2.46135
H 3.74325 1.03408 -3.25052
H 1.57096 -3.40597 -4.66645
H 0.74556 -2.04134 -5.45486
H -0.14096 -3.07200 -4.30535
C 2.53752 4.35460 3.13904
O 1.11965 4.55537 3.08666
C 0.69835 5.68982 3.64023
O 1.39216 6.52620 4.15535
O -0.62960 5.73984 3.52637
C -1.22219 6.91438 4.08796
H 2.71943 3.39654 2.65903
H 3.05444 5.14847 2.60377
H 2.87948 4.32545 4.17161
H -0.84862 7.80717 3.59057
H -1.01341 6.97632 5.15404
H -2.29034 6.81280 3.92176
C 2.64627 -5.18970 -10.66666
O 3.42647 -4.12331 -10.12077
C 2.84619 -3.48408 -9.10463
O 1.76196 -3.73831 -8.64518
O 3.66530 -2.52421 -8.68924
C 3.15238 -1.75226 -7.59536
H 3.24210 -5.60681 -11.47266
H 2.45353 -5.94931 -9.91165
H 1.70165 -4.81402 -11.05490
H 2.97122 -2.38148 -6.72955
H 2.23296 -1.24789 -7.88825
H 3.91797 -1.02302 -7.35313
```

As for the LUMO energy: -1.15 eV. As for the total energy: -2095.73725 a.u. The value obtained for the gap between HOMO and LUMO is 0.3035 Ha.

Löwdin population analysis, charges in e, atoms 1 to 2: C -0.069; C -0.273

4.
A molecular structure, C28H43F3N6O6P3W at a distorted geometry, computed with ωB97M-V/def2-TZVPD.

The geometry in XYZ format:
```
90
C28H43F3N6O6P3W (ωB97M-V/def2-TZVPD)
W -0.20447 0.19626 0.14958
C -3.19276 -2.08986 -3.49732
N -3.15326 -2.58322 -2.10430
C -4.23738 -3.53111 -1.77307
P -1.89609 -2.25896 -1.18970
O -1.71914 -0.75994 -0.82015
O -2.21442 -3.01308 0.19131
P -1.69893 -2.43656 1.60927
O -0.47815 -1.57079 1.31273
N -1.26470 -3.75278 2.40612
C -0.16119 -3.75043 3.38972
C -2.19535 -4.89277 2.53460
N -2.95540 -1.52528 2.09350
C -4.30251 -2.13924 2.11870
C -2.71252 -0.71846 3.31278
N -0.52523 -2.84888 -1.82628
C -0.58717 -4.22955 -2.36704
C 0.78912 -2.57596 -1.23051
H -3.32803 -2.93598 -4.17036
H -2.26685 -1.57894 -3.74356
H -4.02906 -1.40260 -3.62016
H -4.29007 -4.28260 -2.56006
H -5.18866 -3.00247 -1.72643
H -4.05542 -4.03052 -0.82805
H 0.50299 -2.90879 3.21804
H 0.40773 -4.67087 3.26948
H -0.55163 -3.70443 4.40640
H -2.96462 -4.86003 1.76590
H -2.66735 -4.89668 3.51713
H -1.62963 -5.81442 2.40994
H -4.48108 -2.72488 1.22045
H -5.03645 -1.33579 2.15298
H -4.44317 -2.77018 2.99876
H -1.72634 -0.26013 3.28708
H -2.80770 -1.32001 4.22003
H -3.46122 0.07168 3.34686
H -1.54927 -4.41138 -2.83816
H -0.42492 -4.96693 -1.57850
H 0.18813 -4.34032 -3.12237
H 0.84067 -1.53992 -0.88475
H 1.56417 -2.70814 -1.98605
H 1.00660 -3.22350 -0.38038
N -0.75560 0.25073 -3.21347
N 0.28368 0.41232 -2.22748
H -0.34647 0.34926 -4.13937
H -1.41797 1.01074 -3.10123
H 0.73929 1.31547 -2.33085
H 0.96558 -0.30535 -2.45655
O 1.08056 1.72062 -0.25787
P 0.84095 3.18559 0.28073
C -0.95169 3.16047 0.53138
C -1.67952 4.15686 1.14466
C -3.06287 4.00827 1.31469
C -3.72096 2.86666 0.88458
C -3.01085 1.86227 0.24188
C -1.63217 1.99571 0.09489
C 1.30707 4.31211 -0.99714
C 1.99525 3.86200 -2.12706
C 2.38050 4.77222 -3.10104
C 2.07965 6.11865 -2.94815
C 1.40585 6.56992 -1.81791
C 1.02598 5.67230 -0.83619
C 1.68109 3.61268 1.76272
C 3.05135 3.88999 1.64045
C 3.76204 4.32406 2.74398
C 3.10730 4.52013 3.95535
C 1.74828 4.25797 4.07910
C 1.03088 3.79448 2.98922
H -1.19233 5.05325 1.50718
H -3.62689 4.80443 1.78454
H -4.79007 2.77324 1.02141
H -3.50984 0.98672 -0.15112
H -1.22057 1.51471 -0.83295
H 2.27816 2.82065 -2.22003
H 2.92660 4.43520 -3.97193
H 2.38480 6.82643 -3.70771
H 1.18770 7.62280 -1.70004
H 0.52300 6.03779 0.05243
H 3.55567 3.77776 0.68740
H 4.82001 4.53145 2.65701
H 3.66223 4.88672 4.80959
H 1.25054 4.41215 5.02717
H -0.02133 3.57057 3.10064
F 3.00732 -0.78255 3.41508
C 1.96023 0.00363 3.54647
F 1.06295 -0.56948 4.35503
F 2.32278 1.17285 4.04637
C 1.26683 0.19100 2.17696
O 1.70018 -0.33619 1.13908
O 0.14721 0.81536 2.10482
```

As for the LUMO energy (spin up / spin down): -8.70 / -9.64 eV. Its net charge is +3. The spin multiplicity is 3. As for the total energy: -3262.82277 a.u. The value obtained for the gap between HOMO and LUMO (spin up / spin down) is 0.2897 / 0.2557 Ha. The energy above the lowest of the compared OMol25 structures with the same formula, charge and spin comes out at 16.3 kcal/mol.

natural (NBO) population analysis, charges in e, atoms 1 to 2: W 1.951; C -0.418